#one
{
  "formula": "C6H12O",
  "method": "ωB97M-V/def2-TZVPD",
  "multiplicity": 1,
  "homo_energy_ev": -9.8,
  "smiles": "CC(C)CCC=O",
  "charge": 0,
  "elements": ["C", "C", "C", "C", "C", "C", "O", "H", "H", "H", "H", "H", "H", "H", "H", "H", "H", "H", "H"],
  "coordinates": [[-0.37, -2.03, 0.54], [0.17, -0.75, -0.08], [1.70, -0.77, -0.05], [-0.35, 0.49, 0.67], [-0.26, 1.82, -0.14], [-1.29, 1.88, -1.21], [-2.05, 2.81, -1.36], [-0.14, -2.00, 1.62], [0.15, -2.90, 0.12], [-1.44, -2.19, 0.41], [-0.11, -0.60, -1.13], [2.12, -1.54, -0.69], [2.12, 0.20, -0.31], [2.06, -1.03, 0.95], [0.18, 0.68, 1.60], [-1.41, 0.35, 0.87], [-0.48, 2.62, 0.56], [0.78, 1.95, -0.47], [-1.38, 1.00, -1.88]],
  "nbo_charge": [-0.6036, -0.2243, -0.6037, -0.3801, -0.5181, 0.4407, -0.5136, 0.2055, 0.2089, 0.2126, 0.1912, 0.2107, 0.2028, 0.2008, 0.2114, 0.2025, 0.2290, 0.2268, 0.1005]
}

#two
{
  "formula": "C6H12O",
  "method": "ωB97M-V/def2-TZVPD",
  "multiplicity": 1,
  "homo_energy_ev": -6.3,
  "charge": 0,
  "elements": ["C", "C", "C", "C", "C", "C", "O", "H", "H", "H", "H", "H", "H", "H", "H", "H", "H", "H", "H"],
  "coordinates": [[-1.52, 0.19, -1.52], [-1.46, 0.70, -0.11], [0.91, 0.11, 0.33], [1.95, 0.26, -0.72], [1.03, 0.06, 1.82], [0.30, -0.97, 1.01], [-1.20, -0.76, 1.03], [-2.13, -0.72, -1.60], [-0.53, -0.03, -1.92], [-1.99, 0.95, -2.16], [-2.44, 0.80, 0.36], [-0.85, 1.57, 0.06], [1.75, -0.38, -1.60], [1.97, 1.30, -1.09], [2.98, 0.03, -0.39], [0.44, 0.73, 2.45], [1.96, -0.27, 2.32], [0.49, -2.04, 1.05], [-1.66, -1.54, 0.66]],
  "nbo_charge": [-0.6692, -0.0860, -0.2423, -0.6333, -0.4440, -0.0088, -0.6391, 0.2034, 0.2337, 0.2289, 0.1804, 0.2334, 0.1991, 0.2046, 0.1978, 0.1858, 0.1802, 0.1895, 0.4858]
}

Which structure is most stable? #one, by 5.763 eV over the runner-up.

#one
{
  "formula": "C6H16",
  "method": "ωB97M-V/def2-TZVPD",
  "multiplicity": 2,
  "homo_energy_ev": [1.5, -7.7],
  "charge": -1,
  "elements": ["C", "C", "C", "H", "H", "H", "H", "H", "H", "H", "H", "C", "C", "C", "H", "H", "H", "H", "H", "H", "H", "H"],
  "coordinates": [[-1.64, 1.27, -0.50], [-1.16, 2.72, -0.62], [-1.29, 0.52, -1.79], [-1.25, 0.80, 0.40], [-2.72, 1.13, -0.33], [-0.85, 3.08, 0.37], [-1.64, 1.07, -2.67], [-0.21, 0.38, -1.84], [-1.91, 3.36, -1.09], [-0.18, 2.72, -1.09], [-1.73, -0.48, -1.84], [1.27, -0.93, 1.14], [0.37, -2.11, 1.63], [2.40, -1.41, 0.22], [0.64, -0.22, 0.62], [1.74, -0.43, 1.99], [-0.38, -1.62, 2.26], [2.13, -1.51, -0.83], [3.25, -0.71, 0.34], [2.93, -2.33, 0.48], [-0.15, -2.39, 0.72], [0.93, -2.95, 2.03]],
  "nbo_charge": [-0.5772, -0.7099, -0.7577, 0.1919, 0.1868, 0.1948, 0.1866, 0.1918, 0.1970, 0.2008, 0.1911, -0.5391, -0.7628, -0.7247, 0.1951, 0.1786, 0.1934, 0.1994, 0.1875, 0.1895, 0.1939, 0.1932]
}

#two
{
  "formula": "C6H16",
  "method": "ωB97M-V/def2-TZVPD",
  "multiplicity": 2,
  "homo_energy_ev": [1.5, -7.6],
  "charge": -1,
  "elements": ["C", "C", "H", "H", "H", "H", "H", "H", "C", "C", "C", "C", "H", "H", "H", "H", "H", "H", "H", "H", "H", "H"],
  "coordinates": [[-1.08, 2.96, 1.67], [-0.87, 3.63, 0.32], [-2.13, 2.69, 1.84], [-0.52, 2.05, 1.81], [-0.76, 3.55, 2.53], [-0.62, 2.90, -0.44], [-0.12, 4.42, 0.34], [-1.79, 4.10, -0.04], [0.15, -1.60, -0.57], [0.79, -0.87, 0.60], [1.01, -1.39, -1.85], [0.07, -3.13, -0.32], [-0.82, -1.28, -0.94], [1.63, -1.43, 0.99], [0.12, -0.81, 1.46], [0.84, -2.17, -2.58], [0.72, -0.46, -2.35], [2.09, -1.30, -1.67], [1.07, -3.53, -0.24], [-0.54, -3.35, 0.56], [-0.43, -3.58, -1.17], [1.09, 0.12, 0.27]],
  "nbo_charge": [-0.7512, -0.7475, 0.1908, 0.2091, 0.1865, 0.2030, 0.1916, 0.1842, -0.3214, -0.8981, -0.7144, -0.6564, 0.1899, 0.1920, 0.1955, 0.1830, 0.1926, 0.1953, 0.1935, 0.1953, 0.1855, 0.2014]
}

Which structure is most stable? #two, by 0.277 eV over the runner-up.

#one
{
  "formula": "C8H12N2",
  "method": "ωB97M-V/def2-TZVPD",
  "multiplicity": 1,
  "homo_energy_ev": -6.8,
  "smiles": "C=C(C)N(C)c1cc[nH]c1",
  "charge": 0,
  "elements": ["C", "C", "C", "N", "C", "C", "C", "C", "N", "C", "H", "H", "H", "H", "H", "H", "H", "H", "H", "H", "H", "H"],
  "coordinates": [[-1.71, -0.41, 1.31], [-1.55, -0.40, 0.01], [-2.32, -1.10, -1.14], [-0.22, 0.68, -0.63], [-0.78, 2.09, -0.29], [0.98, 0.15, -0.18], [1.29, -1.20, -0.06], [2.58, -1.29, 0.33], [3.15, -0.04, 0.29], [2.20, 0.85, 0.10], [-1.20, 0.19, 2.03], [-2.44, -1.09, 1.77], [-2.98, -0.36, -1.56], [-2.93, -1.79, -0.50], [-1.62, -1.55, -1.75], [-1.85, 1.96, -0.20], [-0.27, 2.72, 0.45], [-0.63, 2.66, -1.13], [0.63, -2.04, -0.21], [3.16, -2.09, 0.54], [4.12, 0.11, 0.67], [2.39, 1.92, 0.14]],
  "nbo_charge": [-0.4900, 0.2553, -0.6630, -0.4444, -0.4160, 0.0602, -0.3136, -0.0784, -0.4969, -0.1351, 0.2215, 0.2058, 0.2279, 0.2169, 0.2295, 0.2079, 0.1895, 0.1922, 0.2187, 0.1941, 0.4133, 0.2046]
}

#two
{
  "formula": "C8H12N2",
  "method": "ωB97M-V/def2-TZVPD",
  "multiplicity": 1,
  "homo_energy_ev": [-8.9, -7.6],
  "charge": 0,
  "elements": ["C", "C", "C", "C", "C", "C", "C", "C", "N", "N", "H", "H", "H", "H", "H", "H", "H", "H", "H", "H", "H", "H"],
  "coordinates": [[3.95, 0.44, 0.13], [2.86, -0.08, 0.83], [2.41, 0.06, -1.34], [-0.44, -1.24, 0.04], [0.59, -0.46, 0.20], [-0.40, -2.63, -0.55], [-1.85, -0.95, 0.60], [0.88, 3.39, 0.71], [3.59, 0.51, -1.20], [1.85, -0.26, -0.11], [4.92, 0.95, 0.50], [2.72, -0.42, 1.82], [1.86, 0.03, -2.22], [-1.26, -2.69, -1.34], [-0.54, -3.25, 0.31], [0.49, -2.89, -1.20], [-1.85, -0.20, 1.34], [-2.32, -1.86, 1.23], [-2.67, -0.62, -0.13], [0.51, 4.44, 0.84], [0.48, 2.78, -0.14], [1.92, 3.14, 1.03]],
  "nbo_charge": [-0.0924, -0.0867, 0.1825, -0.0979, 0.2443, -0.6408, -0.6269, -0.5091, -0.4434, -0.4097, 0.2272, 0.2233, 0.1975, 0.2199, 0.2251, 0.2211, 0.2225, 0.2101, 0.2250, 0.1699, 0.1672, 0.1711]
}

Which structure is most stable? #one, by 2.377 eV over the runner-up.

#one
{
  "formula": "C6H13N2",
  "method": "ωB97M-V/def2-TZVPD",
  "multiplicity": 1,
  "homo_energy_ev": -12.5,
  "smiles": "C/C=[N+](C)\\C=C/CN",
  "charge": 1,
  "elements": ["C", "C", "N", "C", "C", "C", "C", "N", "H", "H", "H", "H", "H", "H", "H", "H", "H", "H", "H", "H", "H"],
  "coordinates": [[1.01, -2.01, 0.69], [1.67, -0.89, 0.04], [1.16, 0.37, 0.05], [2.03, 1.42, -0.52], [-0.05, 1.22, 0.79], [-1.29, 1.00, 0.51], [-1.72, 0.08, -0.57], [-3.06, -0.50, -0.46], [0.23, -2.61, 0.09], [0.34, -1.53, 1.34], [1.57, -2.83, 1.10], [2.59, -1.04, -0.48], [1.42, 2.22, -0.91], [2.66, 1.94, 0.27], [2.92, 1.04, -1.08], [0.34, 2.05, 1.42], [-2.03, 1.68, 1.14], [-1.57, 0.73, -1.46], [-1.02, -0.80, -0.60], [-3.99, -0.06, -0.81], [-3.20, -1.49, -0.53]],
  "nbo_charge": [-0.7427, 0.3051, -0.3022, -0.4485, -0.0601, -0.1493, -0.2588, -0.8828, 0.2980, 0.2554, 0.2911, 0.2269, 0.2439, 0.2371, 0.2418, 0.2559, 0.2806, 0.2164, 0.2029, 0.4024, 0.3871]
}

#two
{
  "formula": "C6H13N2",
  "method": "ωB97M-V/def2-TZVPD",
  "multiplicity": 1,
  "homo_energy_ev": [-13.7, -13.7],
  "charge": 1,
  "elements": ["C", "C", "C", "C", "C", "C", "N", "N", "H", "H", "H", "H", "H", "H", "H", "H", "H", "H", "H", "H", "H"],
  "coordinates": [[1.35, 0.59, 0.02], [-0.16, -0.81, -1.13], [-0.75, -0.78, 0.28], [-1.55, 0.42, 0.58], [1.48, 0.70, -2.31], [0.29, -0.61, 2.57], [0.94, 0.19, -1.10], [0.38, -0.99, 1.19], [2.38, 0.85, 0.33], [0.30, -1.70, -1.32], [-0.87, -0.37, -1.83], [-1.46, -1.66, 0.32], [-0.79, 1.12, 0.58], [-1.94, 0.46, 1.65], [-2.35, 0.44, -0.06], [1.73, -0.22, -2.89], [0.63, 1.15, -2.74], [2.23, 1.48, -2.17], [-0.67, -0.39, 2.95], [0.79, 0.29, 2.78], [0.70, -1.39, 3.23]],
  "nbo_charge": [0.2802, -0.2101, -0.1108, -0.6274, -0.4172, -0.4802, -0.2751, -0.2431, 0.2490, 0.2467, 0.2349, 0.2674, 0.2049, 0.2394, 0.2325, 0.2433, 0.2300, 0.2495, 0.2102, 0.2377, 0.2382]
}

Which structure is most stable? #one, by 1.773 eV over the runner-up.

#one
{
  "formula": "C18H29N2",
  "method": "ωB97M-V/def2-TZVPD",
  "multiplicity": 1,
  "homo_energy_ev": -9.8,
  "charge": 1,
  "elements": ["C", "N", "C", "C", "C", "N", "C", "C", "C", "H", "H", "H", "H", "H", "H", "H", "H", "H", "H", "H", "H", "H", "H", "C", "C", "C", "C", "C", "C", "C", "C", "C", "C", "C", "H", "H", "H", "H", "H", "H", "H", "H", "H", "H", "H", "H", "H", "H", "H"],
  "coordinates": [[2.05, 2.92, 0.75], [1.74, 2.68, -0.63], [0.52, 3.30, -1.10], [0.47, 3.37, -2.60], [0.82, 2.03, -3.20], [2.00, 1.46, -2.60], [2.61, 0.41, -3.37], [2.28, 1.58, -1.26], [3.05, 0.65, -0.56], [3.13, 2.87, 0.90], [1.70, 3.92, 1.01], [1.57, 2.19, 1.42], [-0.36, 2.74, -0.72], [0.48, 4.31, -0.66], [-0.54, 3.65, -2.92], [1.15, 4.14, -2.97], [-0.03, 1.34, -3.08], [1.01, 2.13, -4.28], [3.68, 0.35, -3.14], [2.15, -0.57, -3.19], [2.50, 0.65, -4.43], [3.57, -0.13, -1.12], [3.31, 0.84, 0.48], [1.50, -1.57, 1.31], [2.39, -1.23, 2.43], [3.51, -1.90, 2.94], [3.97, -1.62, 4.28], [3.18, -0.74, 5.20], [5.14, -2.19, 4.76], [5.91, -3.06, 3.98], [7.20, -3.62, 4.51], [5.44, -3.40, 2.71], [4.27, -2.87, 2.18], [3.85, -3.33, 0.82], [0.53, -1.08, 1.49], [1.88, -1.14, 0.37], [1.30, -2.64, 1.16], [1.99, -0.43, 3.06], [3.68, -0.68, 6.17], [3.08, 0.28, 4.80], [2.17, -1.13, 5.37], [5.48, -1.93, 5.77], [7.67, -4.27, 3.77], [7.90, -2.81, 4.77], [7.03, -4.19, 5.43], [6.02, -4.11, 2.11], [4.60, -4.02, 0.43], [2.90, -3.86, 0.84], [3.77, -2.49, 0.12]],
  "nbo_charge": [-0.3953, -0.4324, -0.1979, -0.4166, -0.1979, -0.4303, -0.3994, 0.4349, -0.7406, 0.2126, 0.2144, 0.1636, 0.1713, 0.2106, 0.2261, 0.2156, 0.1741, 0.2118, 0.2121, 0.1794, 0.2128, 0.2095, 0.1986, -0.7486, 0.1811, -0.1340, 0.1469, -0.6664, -0.2641, 0.1810, -0.6622, -0.2661, 0.1526, -0.6608, 0.2503, 0.3228, 0.2546, 0.2166, 0.2425, 0.2382, 0.2411, 0.2334, 0.2345, 0.2555, 0.2554, 0.2325, 0.2384, 0.2404, 0.2473]
}

#two
{
  "formula": "C18H29N2",
  "method": "ωB97M-V/def2-TZVPD",
  "multiplicity": 1,
  "homo_energy_ev": -10.6,
  "charge": 1,
  "elements": ["C", "C", "C", "N", "C", "C", "C", "C", "C", "C", "C", "C", "C", "H", "H", "H", "H", "H", "H", "H", "H", "H", "H", "H", "H", "H", "H", "H", "H", "C", "C", "C", "C", "C", "C", "N", "H", "H", "H", "H", "H", "H", "H", "H", "H", "H", "H", "H", "H"],
  "coordinates": [[3.34, 2.38, -0.31], [3.41, 0.85, -0.21], [2.88, 0.33, 1.12], [1.53, 0.88, 1.39], [0.52, 0.08, 1.68], [-0.80, 0.57, 2.03], [-1.45, 1.54, 1.22], [-2.66, 2.09, 1.64], [-3.27, 1.67, 2.83], [-2.63, 0.69, 3.62], [-1.42, 0.15, 3.23], [1.57, 2.36, 1.49], [2.00, 2.96, 0.15], [4.15, 2.81, 0.30], [3.54, 2.68, -1.35], [2.81, 0.39, -1.02], [4.45, 0.51, -0.36], [2.82, -0.77, 1.14], [3.54, 0.65, 1.94], [0.76, -0.99, 1.83], [-0.96, 1.91, 0.32], [-3.13, 2.87, 1.04], [-4.22, 2.08, 3.16], [-3.09, 0.36, 4.55], [-0.85, -0.51, 3.90], [0.61, 2.76, 1.85], [2.34, 2.61, 2.24], [2.09, 4.06, 0.24], [1.21, 2.77, -0.59], [0.55, -3.03, -1.51], [-0.38, -1.92, -2.03], [0.41, -0.98, -2.94], [-1.53, -2.57, -2.87], [-2.75, -2.61, -1.97], [-2.49, -1.54, -0.87], [-1.08, -1.28, -0.95], [0.99, -3.57, -2.37], [1.37, -2.62, -0.90], [0.00, -3.74, -0.89], [0.83, -1.55, -3.77], [-0.26, -0.21, -3.36], [1.23, -0.47, -2.41], [-1.75, -1.90, -3.72], [-1.23, -3.55, -3.26], [-3.66, -2.37, -2.53], [-2.85, -3.60, -1.51], [-3.07, -0.63, -1.13], [-2.83, -1.88, 0.12], [-0.59, -0.73, -0.24]],
  "nbo_charge": [-0.4079, -0.4150, -0.2229, -0.2517, 0.2659, -0.2044, -0.1113, -0.2246, -0.1467, -0.2022, -0.1446, -0.2404, -0.4116, 0.2114, 0.2404, 0.2156, 0.2462, 0.2281, 0.2241, 0.2439, 0.2154, 0.2383, 0.2410, 0.2408, 0.2282, 0.2475, 0.2280, 0.2453, 0.2112, -0.6128, 0.1183, -0.6021, -0.3991, -0.4104, -0.2022, -0.6763, 0.2149, 0.1829, 0.2143, 0.2190, 0.2143, 0.1808, 0.2078, 0.2218, 0.2225, 0.2088, 0.1659, 0.1848, 0.3586]
}

Which structure is most stable? #two, by 1.434 eV over the runner-up.

#one
{
  "formula": "C5H11N2O",
  "method": "ωB97M-V/def2-TZVPD",
  "multiplicity": 1,
  "homo_energy_ev": -14.1,
  "smiles": "CN1CC=[N+](CO)C1",
  "charge": 1,
  "elements": ["C", "N", "C", "C", "N", "C", "O", "C", "H", "H", "H", "H", "H", "H", "H", "H", "H", "H", "H"],
  "coordinates": [[-1.94, 0.50, -0.95], [-1.53, -0.55, 0.00], [-1.32, 0.08, 1.25], [0.11, 0.53, 1.25], [0.74, -0.11, 0.38], [2.22, 0.04, 0.08], [2.57, -0.42, -1.14], [-0.20, -1.03, -0.46], [-1.25, 1.33, -1.08], [-1.97, -0.03, -1.84], [-2.97, 0.80, -0.80], [-1.44, -0.65, 2.02], [-2.08, 0.80, 1.47], [0.48, 1.21, 2.01], [2.29, 1.21, 0.10], [2.74, -0.56, 0.80], [3.38, -0.11, -1.44], [-0.06, -2.09, -0.17], [0.20, -0.94, -1.47]],
  "nbo_charge": [-0.4385, -0.3794, -0.3054, 0.2510, -0.2553, 0.1154, -0.7035, -0.0661, 0.1782, 0.2157, 0.2313, 0.2513, 0.2581, 0.2539, 0.1912, 0.2024, 0.5120, 0.2354, 0.2526]
}

#two
{
  "formula": "C5H11N2O",
  "method": "ωB97M-V/def2-TZVPD",
  "multiplicity": 1,
  "homo_energy_ev": [-14.1, -14.1],
  "charge": 1,
  "elements": ["C", "C", "C", "C", "C", "N", "N", "O", "H", "H", "H", "H", "H", "H", "H", "H", "H", "H", "H"],
  "coordinates": [[0.27, -1.13, 0.08], [0.92, 1.06, -0.56], [-0.31, 0.21, -0.06], [-1.44, 0.60, -1.01], [-0.49, 0.64, 1.36], [2.26, -0.83, -0.09], [-0.13, -2.30, -0.09], [2.07, 0.57, 0.11], [0.98, 0.90, -1.61], [0.77, 2.11, -0.38], [-1.40, 1.74, -0.99], [-2.43, 0.22, -0.65], [-1.33, 0.41, -2.04], [-0.83, 1.73, 1.31], [0.51, 0.61, 1.98], [-1.28, 0.05, 1.92], [2.61, -1.03, 0.88], [-1.20, -2.45, -0.09], [0.43, -3.12, -0.06]],
  "nbo_charge": [0.6143, -0.0409, -0.2625, -0.6070, -0.6233, -0.1956, -0.6665, -0.3639, 0.1947, 0.2321, 0.2442, 0.2378, 0.2441, 0.2531, 0.2568, 0.2333, 0.3653, 0.4369, 0.4472]
}

Which structure is most stable? #one, by 2.726 eV over the runner-up.

#one
{
  "formula": "C10H11N2O",
  "method": "ωB97M-V/def2-TZVPD",
  "multiplicity": 1,
  "homo_energy_ev": -2.8,
  "charge": -1,
  "elements": ["C", "C", "C", "C", "C", "C", "C", "C", "C", "C", "N", "N", "O", "H", "H", "H", "H", "H", "H", "H", "H", "H", "H", "H"],
  "coordinates": [[2.79, 0.90, -1.73], [2.50, 1.87, -0.76], [1.91, -0.23, -1.79], [1.38, 1.78, 0.05], [-0.14, -1.43, -1.06], [0.74, -0.22, -1.05], [0.41, 0.80, -0.13], [-1.58, -0.19, 0.88], [-2.03, -0.50, 2.34], [-1.16, -1.45, 0.17], [-0.51, 0.80, 0.86], [-2.25, 0.89, 0.15], [-3.12, 1.58, 0.81], [3.76, 1.10, -2.20], [3.16, 2.59, -0.59], [2.08, -1.07, -2.37], [1.35, 2.51, 0.82], [0.51, -2.35, -1.25], [-1.25, -0.91, 3.03], [-2.71, -1.33, 2.39], [-2.40, 0.50, 2.67], [-0.69, -1.40, -2.07], [-2.02, -2.08, -0.07], [-0.76, -2.16, 0.89]],
  "nbo_charge": [-0.3014, -0.2168, -0.2029, -0.2216, -0.4043, -0.1037, 0.1677, 0.1442, -0.6365, -0.4151, -0.5256, 0.0695, -0.5406, 0.1918, 0.1746, 0.1833, 0.2006, 0.1969, 0.1996, 0.1874, 0.2537, 0.1969, 0.1979, 0.2040]
}

#two
{
  "formula": "C10H11N2O",
  "method": "ωB97M-V/def2-TZVPD",
  "multiplicity": 1,
  "homo_energy_ev": -2.8,
  "charge": -1,
  "elements": ["C", "C", "C", "C", "C", "C", "C", "C", "C", "C", "N", "N", "O", "H", "H", "H", "H", "H", "H", "H", "H", "H", "H", "H"],
  "coordinates": [[-3.31, -0.39, -0.21], [-2.81, -1.58, 0.32], [-2.41, 0.59, -0.61], [-1.46, -1.76, 0.49], [-0.09, 1.47, -0.97], [-1.05, 0.42, -0.47], [-0.53, -0.76, 0.12], [1.74, 0.02, 0.13], [2.83, 0.06, 1.19], [1.22, 1.43, -0.17], [0.76, -0.99, 0.42], [1.97, -0.88, -0.99], [2.94, -1.68, -0.91], [-4.37, -0.24, -0.33], [-3.50, -2.36, 0.62], [-2.79, 1.51, -1.04], [-1.07, -2.67, 0.92], [-0.54, 2.47, -0.92], [2.41, 0.29, 2.17], [3.58, 0.81, 0.94], [3.30, -0.92, 1.22], [0.13, 1.25, -2.03], [2.00, 2.00, -0.69], [1.04, 1.91, 0.80]],
  "nbo_charge": [-0.3108, -0.2194, -0.1912, -0.2749, -0.4119, -0.1326, 0.2670, 0.1463, -0.6265, -0.4044, -0.5657, 0.0690, -0.5246, 0.1864, 0.1879, 0.1826, 0.2052, 0.1908, 0.2003, 0.1829, 0.2416, 0.2092, 0.1971, 0.1957]
}

Which structure is most stable? #two, by 1.654 eV over the runner-up.